# 1
2 unconnected molecules or ions with the total composition C24H49BrClN4O6, computed with ωB97M-V with the def2-TZVPD basis set.

XYZ file:
```
85
Properties=species:S:1:pos:R:3:mulliken_charge:R:1
C 2.87 -1.24 3.26 -0.993
C 2.14 -0.02 2.36 -0.096
N 2.20 -0.25 0.94 -0.669
N 1.24 -0.53 0.07 1.905
C 1.91 -1.54 -0.90 -0.028
C 3.56 -1.58 -0.92 0.569
C 3.95 -2.37 -2.35 -1.164
O 4.14 -2.47 0.14 -0.560
C 1.09 0.78 -0.76 -2.645
N 2.09 0.97 -1.85 1.275
C 1.49 0.89 -3.26 -0.572
C 3.01 2.10 -1.86 0.423
C 4.56 2.18 -1.24 -1.039
O 2.60 3.27 -2.43 -0.526
C 0.61 2.06 0.12 1.501
C 1.67 2.99 0.91 -1.065
C -0.31 3.09 -0.83 -0.731
O -1.26 3.80 0.09 -0.207
C -1.49 5.18 -0.37 -0.271
C -2.80 5.77 0.48 -0.724
N -0.30 1.54 1.16 -0.147
C -1.00 0.28 1.01 -0.506
Cl -1.91 0.12 2.63 -0.140
C -0.13 -1.08 0.53 1.232
C -0.05 -2.23 1.71 -0.097
C -1.20 -3.33 1.87 -0.752
O -2.56 -2.92 2.21 -0.316
C -3.56 -3.83 1.59 0.384
O -3.61 -5.13 1.89 -0.535
C -4.70 -3.26 0.53 -0.058
C -6.21 -3.20 1.18 -0.918
C -1.12 -1.67 -0.59 -1.107
C -1.11 -2.95 -1.50 -0.690
C -0.95 -2.52 -3.13 -0.807
Br 0.10 -4.52 -1.35 -0.045
H 2.32 -1.27 4.31 0.329
H 2.77 -2.29 2.77 0.193
H 3.98 -0.92 3.50 0.319
H 1.09 0.14 2.89 0.152
H 2.76 0.95 2.67 0.345
H 2.86 0.51 0.59 -0.220
H 1.39 -1.59 -1.94 -0.143
H 1.75 -2.58 -0.33 0.268
H 4.08 -0.54 -0.99 0.089
H 4.93 -1.95 -2.83 0.299
H 3.06 -2.35 -3.13 0.209
H 4.07 -3.53 -2.06 0.320
H 4.92 -1.93 0.48 0.382
H 0.12 0.64 -1.46 0.203
H 0.52 1.59 -3.38 0.240
H 2.24 1.30 -4.09 0.356
H 1.22 -0.20 -3.60 0.212
H 4.61 1.88 -0.11 0.242
H 4.95 3.29 -1.31 0.330
H 5.24 1.45 -1.89 0.286
H 2.79 2.67 0.86 0.119
H 1.43 3.15 2.07 0.272
H 1.62 4.08 0.44 0.220
H -1.02 2.49 -1.58 0.130
H 0.33 3.92 -1.34 0.522
H -0.58 5.90 -0.12 0.221
H -1.73 5.19 -1.53 0.298
H -2.47 6.44 1.40 0.262
H -3.36 4.82 0.90 0.108
H -3.47 6.39 -0.28 0.281
H -0.51 2.15 1.97 0.444
H -1.90 0.51 0.26 0.259
H 0.07 -1.77 2.81 0.285
H 0.97 -2.85 1.63 0.182
H -0.86 -3.99 2.82 0.344
H -1.34 -4.13 1.03 0.213
H -4.71 -3.94 -0.42 0.359
H -4.43 -2.17 0.20 0.062
H -6.30 -3.73 2.23 0.306
H -6.96 -3.76 0.44 0.265
H -6.60 -2.09 1.30 0.273
H -2.19 -1.67 -0.03 0.082
H -1.39 -0.79 -1.38 0.252
H -2.21 -3.44 -1.50 0.228
H -2.02 -2.51 -3.66 0.296
H -0.32 -3.31 -3.72 0.295
H -0.53 -1.44 -3.26 0.151
O -5.58 4.60 2.17 -0.641
H -5.46 3.69 1.85 0.302
H -5.13 4.60 3.03 0.317
```

Computed properties:
LUMO energy ... -2.87 eV
Kohn-Sham gap ... 0.3303 Eh
Charge ... +1



# 2
A molecular structure, C40H42BrCl5EuN4O5, computed with ωB97M-V with the def2-TZVPD basis set.

XYZ file:
```
98
Properties=species:S:1:pos:R:3:lowdin_spin:R:1
Eu 0.18 -1.09 0.96 7.018
O -1.36 -2.85 1.07 -0.010
C -1.45 -4.12 1.32 0.001
C -1.91 -4.52 2.62 0.000
C -1.77 -5.82 3.04 0.000
C -1.47 -6.84 2.15 0.000
C -1.19 -6.56 0.84 0.000
C -1.07 -5.21 0.40 0.000
C -0.52 -4.92 -0.88 0.001
N -0.07 -3.70 -1.12 0.000
N 0.65 -3.49 -2.18 0.001
C 1.01 -2.18 -2.23 0.000
O 0.73 -1.29 -1.41 -0.008
C 1.80 -1.84 -3.44 0.000
C 1.99 -0.51 -3.84 0.000
C 2.91 -0.20 -4.81 0.000
C 3.67 -1.21 -5.38 0.000
C 3.37 -2.53 -5.14 0.000
C 2.40 -2.87 -4.19 0.000
H -2.32 -3.78 3.29 0.000
H -1.93 -6.09 4.11 0.000
H -1.41 -7.88 2.50 0.000
H -1.03 -7.32 0.10 0.000
H -0.29 -5.69 -1.62 0.000
H 1.42 0.28 -3.30 0.000
H 3.09 0.83 -5.12 0.000
H 4.50 -0.90 -6.02 0.000
H 3.87 -3.34 -5.62 0.000
H 2.10 -3.89 -3.93 0.000
C -3.15 6.30 1.14 0.000
C -4.26 5.25 0.87 0.000
C -5.14 5.18 2.10 0.000
C -5.14 5.76 -0.30 0.000
C -3.63 3.93 0.63 0.001
C -2.83 3.33 1.63 0.000
C -2.16 2.15 1.45 0.001
Br -0.94 1.62 2.78 0.001
C -2.28 1.39 0.19 0.000
O -1.64 0.28 0.11 -0.008
C -3.14 1.95 -0.84 0.000
C -3.71 3.20 -0.57 0.000
C -3.38 1.27 -2.17 0.000
C -1.99 1.10 -2.80 0.000
C -4.32 2.09 -3.10 0.000
C -3.96 -0.12 -1.86 0.000
H -3.64 7.27 1.38 0.000
H -2.51 6.40 0.26 0.000
H -2.51 5.96 1.96 0.000
H -5.59 6.16 2.32 0.000
H -4.53 4.93 3.00 0.000
H -5.90 4.38 2.00 0.000
H -5.53 6.76 -0.04 0.000
H -6.01 5.07 -0.48 0.000
H -4.53 5.86 -1.24 0.000
H -2.75 3.84 2.57 0.000
H -4.23 3.67 -1.41 0.000
H -1.45 2.06 -2.83 0.000
H -2.08 0.70 -3.81 0.000
H -1.36 0.37 -2.25 0.000
H -3.82 3.03 -3.43 0.000
H -5.27 2.36 -2.60 0.000
H -4.58 1.46 -3.96 0.000
H -3.23 -0.74 -1.29 0.000
H -4.17 -0.66 -2.78 0.000
H -4.92 -0.09 -1.27 0.000
Cl 3.11 -5.25 7.00 0.000
C 2.50 -4.15 5.88 0.001
C 2.38 -4.48 4.51 0.000
Cl 2.99 -5.99 3.94 0.000
C 1.94 -3.54 3.61 0.001
Cl 2.05 -3.69 1.88 0.002
C 1.28 -2.33 4.05 0.001
O 0.72 -1.53 3.23 -0.008
C 1.35 -2.00 5.45 0.000
Cl 0.79 -0.50 6.01 0.000
C 1.98 -2.91 6.33 0.000
Cl 2.03 -2.51 8.01 0.000
C 5.14 -1.12 0.69 0.000
N 4.70 0.08 -0.07 0.001
C 5.70 0.54 -1.02 0.000
C 5.15 1.69 -1.85 0.000
C 4.48 2.71 -0.90 0.000
N 3.48 2.01 -0.14 0.001
C 2.36 2.83 0.29 0.000
C 3.44 0.64 0.13 0.002
O 2.43 0.04 0.56 -0.003
H 5.97 -0.84 1.38 0.000
H 5.55 -1.85 -0.02 0.000
H 4.33 -1.58 1.23 0.000
H 6.05 -0.28 -1.67 0.000
H 6.62 0.81 -0.45 0.000
H 4.45 1.34 -2.60 0.000
H 5.97 2.13 -2.43 0.000
H 4.04 3.54 -1.48 0.000
H 5.23 3.16 -0.25 0.000
H 2.62 3.89 0.21 0.000
H 2.05 2.55 1.32 0.000
H 1.49 2.66 -0.38 0.000
```

Computed properties:
LUMO energy (alpha / beta) ... 3.76 / 3.76 eV
Kohn-Sham gap (alpha / beta) ... 0.1583 / 0.1759 Eh
Charge ... -2
Expectation value of S² ... 15.759
2S+1 ... 8
ΔE to the lowest compared entry with this formula, charge and spin ... 0.0 kcal per mole



# 3
2 unconnected molecules or ions with the total composition C27H40B2F4N3O8P2, computed with ωB97M-V with the def2-TZVPD basis set.

XYZ file:
```
86
Properties=species:S:1:pos:R:3:mulliken_charge:R:1
C 3.30 -5.72 0.49 -0.144
C 3.35 -4.62 -0.01 -1.380
C 3.17 -3.17 -0.19 0.998
C 3.81 -2.26 0.59 0.431
P 4.96 -2.86 1.92 -0.248
P 6.53 -4.06 1.01 0.951
O 6.41 -5.44 1.57 -0.642
O 7.97 -3.37 1.34 -0.481
O 6.34 -4.09 -0.61 -0.432
C 3.52 -0.76 0.36 -0.429
O 4.38 0.08 0.46 -0.610
C 2.06 -0.45 -0.04 0.720
C 1.41 0.72 0.43 0.534
C 2.12 1.76 1.31 -1.184
C 2.46 3.00 0.39 -0.527
C 2.66 4.32 1.21 -0.966
C 1.34 4.97 1.68 -0.283
N 1.46 6.43 1.96 -0.444
C 0.21 6.83 2.57 0.640
N 0.09 6.98 3.83 -0.708
N -0.94 7.02 1.77 -0.618
C 0.03 0.88 0.03 1.131
C -0.78 2.11 0.53 -0.141
O -1.63 1.72 1.64 -0.250
C -1.23 2.30 2.86 -0.669
C -0.64 -0.05 -0.80 -0.489
O -1.96 0.07 -1.18 -0.613
C -2.87 -0.21 -0.07 -0.909
C -3.75 -1.45 -0.47 1.486
C -4.33 -1.29 -1.90 -1.276
C -4.78 -1.86 0.63 -1.510
C -6.17 -1.16 0.59 0.618
C -6.11 0.40 0.43 -1.405
C -7.18 -1.83 -0.42 -1.393
C 0.06 -1.21 -1.26 -0.001
B -0.70 -2.24 -2.21 1.012
C -0.81 -1.84 -3.76 -1.105
O -1.23 -3.44 -1.76 -0.759
C 1.39 -1.42 -0.87 0.556
C 2.20 -2.66 -1.28 -0.103
O 2.13 -3.18 -2.36 -0.507
H 3.21 -6.68 0.98 0.409
H 4.15 -3.71 2.74 0.080
H 8.54 -4.11 1.63 0.343
H 6.73 -4.91 -0.96 0.319
H 3.08 1.40 1.71 0.660
H 1.51 2.09 2.17 -0.005
H 1.66 3.13 -0.37 0.333
H 3.39 2.83 -0.19 0.427
H 3.16 5.06 0.55 0.338
H 3.34 4.17 2.08 0.378
H 0.90 4.44 2.56 0.366
H 0.62 4.88 0.82 0.119
H 2.22 6.51 2.64 0.315
H 0.98 6.80 4.29 0.223
H -1.07 6.25 1.12 0.298
H -1.73 6.98 2.42 0.318
H -1.45 2.47 -0.28 0.489
H -0.10 2.90 0.89 -0.878
H -1.24 3.42 2.85 0.215
H -0.26 1.90 3.25 0.276
H -1.99 2.00 3.61 0.312
H -3.47 0.71 0.06 0.179
H -2.32 -0.40 0.87 0.488
H -3.01 -2.29 -0.53 0.120
H -4.87 -2.23 -2.15 0.312
H -5.03 -0.45 -2.02 0.175
H -3.53 -1.17 -2.65 0.078
H -4.30 -1.63 1.62 0.381
H -4.89 -2.97 0.60 0.438
H -6.63 -1.33 1.59 0.487
H -5.32 0.83 1.07 0.231
H -7.07 0.78 0.85 0.469
H -6.09 0.74 -0.62 0.290
H -7.29 -1.22 -1.34 0.277
H -6.75 -2.80 -0.75 0.317
H -8.17 -2.00 0.05 0.365
H 0.16 -1.33 -4.00 0.258
H -1.61 -1.11 -3.96 0.228
H -0.83 -2.72 -4.43 0.412
H -1.34 -4.07 -2.49 0.285
B 3.69 -2.42 -5.34 0.618
F 4.35 -3.52 -4.73 -0.410
F 4.25 -2.19 -6.62 -0.391
F 2.31 -2.70 -5.47 -0.376
F 3.87 -1.26 -4.53 -0.418
```

Computed properties:
LUMO energy ... 1.11 eV
Kohn-Sham gap ... 0.2999 Eh
Charge ... -1



# 4
C4H12N2S in the gas phase, computed with ωB97M-V with the def2-TZVPD basis set.

XYZ file:
```
19
Properties=species:S:1:pos:R:3:mulliken_charge:R:1
N -0.54 -0.35 3.30 -0.596
C 0.42 -0.67 2.33 -0.356
N -0.02 -0.33 0.99 -0.247
C 0.58 -1.08 -0.10 -0.730
C -0.40 -1.19 -1.31 -0.541
C -0.87 0.16 -1.82 -0.630
S 0.47 1.58 -1.74 -0.287
H -0.57 0.60 3.87 0.239
H -1.52 -0.57 3.13 0.200
H 1.23 0.15 2.47 0.293
H 0.71 -1.79 2.33 0.294
H 0.09 0.66 0.93 0.280
H 1.45 -0.67 -0.65 0.258
H 0.95 -2.12 0.32 0.350
H 0.12 -1.71 -2.05 0.344
H -1.21 -1.91 -1.03 0.301
H -1.36 0.21 -2.89 0.339
H -1.59 0.62 -1.18 0.338
H -0.38 2.67 -2.08 0.151
```

Computed properties:
SMILES ... NCNCCCS
LUMO energy ... 0.80 eV
Kohn-Sham gap ... 0.3411 Eh
ΔE to the lowest compared entry with this formula, charge and spin ... 44.5 kcal per mole